Density functional theory data (wB97M-V/def2-TZVPD) for a structure of composition C11H14ClI2NOPYb in a non-equilibrium geometry.

Geometry as XYZ:
```
32
C11H14ClI2NOPYb wB97M-V/def2-TZVPD
I 1.94 3.46 -1.02
I 2.25 2.86 2.08
Yb 0.99 -1.39 -0.24
P 3.32 0.15 -0.20
C 4.76 1.24 -0.07
C 3.85 -1.26 0.87
H 3.15 -1.68 -1.88
H 4.78 -0.92 -1.77
H 3.45 -0.06 -2.62
C 3.70 -0.72 -1.78
H 3.30 -2.20 0.65
H 4.91 -1.41 0.65
H 5.66 0.64 -0.25
H 4.78 1.68 0.93
H 3.73 -0.98 1.92
H 4.67 2.04 -0.82
C 0.88 2.31 0.49
O -0.13 1.66 0.48
Cl 1.57 -3.66 -0.82
N -1.25 -1.16 -0.03
C -2.36 -0.78 0.05
C -3.71 -0.39 0.15
C -4.06 0.92 0.54
C -5.40 1.25 0.70
C -6.40 0.30 0.46
C -6.06 -0.98 0.02
C -4.71 -1.33 -0.15
H -3.26 1.65 0.72
H -5.66 2.26 1.01
H -7.46 0.54 0.63
H -6.82 -1.73 -0.20
H -4.42 -2.32 -0.49
```

Results
Net charge   +2
Spin multiplicity   2
E   -84698.362 eV
Molar mass   669.51 Da
ΔE to the lowest compared entry with this formula, charge and spin   1.9 kJ/mol
Orbital gap (spin up / spin down)   6.757 / 4.782 eV

---

Density functional theory data (wB97M-V/def2-TZVPD) for a cluster of 9 separate species, C25H41F4N3O23S2 in total in a non-equilibrium geometry.

Geometry as XYZ:
```
98
C25H41F4N3O23S2 wB97M-V/def2-TZVPD
O -2.26 -3.85 -0.50
C -2.60 -4.91 -0.91
O -3.77 -5.15 -1.55
C -3.79 -6.49 -2.01
C -2.42 -7.06 -1.62
F -1.63 -7.34 -2.69
O -1.83 -6.03 -0.88
H -4.59 -7.06 -1.54
H -3.93 -6.55 -3.09
H -2.49 -7.96 -1.02
O -2.26 4.36 -0.97
C -2.78 4.19 0.07
O -3.46 3.07 0.40
C -4.07 3.25 1.70
C -3.25 4.38 2.27
F -2.19 3.92 2.97
O -2.81 5.06 1.12
H -5.14 3.41 1.54
H -4.04 2.29 2.22
H -3.81 5.12 2.85
O -0.54 6.64 -5.93
C -0.48 5.63 -5.32
O -1.35 5.25 -4.38
C -1.11 3.87 -4.04
C 0.28 3.60 -4.63
F 0.28 2.48 -5.41
O 0.50 4.70 -5.47
H -1.29 3.78 -2.98
H -1.77 3.20 -4.60
H 1.04 3.47 -3.86
O 0.25 -2.24 2.02
C 0.66 -2.82 1.08
O 0.93 -2.30 -0.13
C 1.19 -3.38 -1.04
C 1.67 -4.45 -0.08
F 2.98 -4.19 0.25
O 0.91 -4.16 1.07
H 0.35 -3.65 -1.68
H 1.98 -2.98 -1.69
H 1.57 -5.48 -0.40
O -1.18 0.86 -3.36
S -1.16 0.11 -2.18
O -0.57 -1.18 -2.15
O -0.54 0.96 -0.99
C -1.24 0.71 0.23
C -2.51 -0.10 -0.14
O -2.61 0.03 -1.58
H -0.59 0.17 0.91
H -1.54 1.65 0.68
H -3.44 0.27 0.29
H -2.35 -1.15 0.09
O -4.37 -0.02 2.95
S -3.04 -0.40 3.27
O -2.04 0.59 3.21
O -2.88 -1.09 4.68
C -3.06 -2.50 4.61
C -2.58 -2.89 3.21
O -2.66 -1.68 2.42
H -2.43 -2.97 5.36
H -4.10 -2.79 4.75
H -3.25 -3.60 2.73
H -1.54 -3.20 3.15
C 3.56 -0.68 -0.81
N 2.67 -0.65 -1.94
C 3.11 -0.52 -3.22
C 2.03 -0.46 -4.27
O 4.30 -0.39 -3.49
H 4.05 -1.65 -0.70
H 3.06 -0.40 0.12
H 4.38 0.03 -0.96
H 1.68 -0.57 -1.80
H 1.25 -1.12 -3.86
H 2.36 -0.98 -5.17
H 1.53 0.48 -4.47
C 3.76 0.77 6.56
N 2.92 1.06 5.42
C 1.79 0.39 5.09
C 1.19 0.71 3.74
O 1.24 -0.37 5.87
H 4.80 0.81 6.26
H 3.51 -0.19 7.01
H 3.56 1.46 7.39
H 3.39 1.58 4.69
H 0.29 1.30 3.95
H 0.93 -0.24 3.28
H 1.82 1.30 3.08
C 4.64 2.98 -2.70
N 4.10 2.73 -1.37
C 2.78 2.67 -1.17
C 2.31 2.51 0.27
O 1.98 2.82 -2.08
H 4.03 3.70 -3.25
H 4.61 2.08 -3.33
H 5.68 3.29 -2.62
H 4.80 2.50 -0.69
H 1.88 1.55 0.52
H 1.59 3.32 0.43
H 3.13 2.76 0.96
```

Results
Spin multiplicity   1
E   -110694.228 eV
Molar mass   891.73 Da
SMILES string   O=C1OC[C@@H](F)O1.O=C1OC[C@@H](F)O1.O=C1OC[C@@H](F)O1.O=C1OC[C@@H](F)O1.O=S1(=O)OCCO1.O=S1(=O)OCCO1.CNC(C)=O.CNC(C)=O.CNC(C)=O
ΔE to the lowest compared entry with this formula, charge and spin   0.0 kJ/mol
Orbital gap   9.270 eV

---

Density functional theory data (wB97M-V/def2-TZVPD) for the molecule C21H15NO5 in a non-equilibrium geometry.

Geometry as XYZ:
```
42
C21H15NO5 wB97M-V/def2-TZVPD
O -1.16 -0.65 1.38
C -1.70 -0.88 0.33
C -0.92 -1.48 -0.84
O 0.43 -1.06 -0.75
C 1.29 -1.82 -0.05
O 1.05 -2.93 0.34
C 2.59 -1.11 0.10
C 3.76 -1.87 0.00
C 5.00 -1.27 0.12
C 5.08 0.09 0.38
C 3.93 0.84 0.52
C 2.67 0.26 0.37
C 1.48 1.09 0.63
C 1.15 1.37 1.95
C 0.02 2.10 2.27
C -0.82 2.58 1.26
C -0.51 2.31 -0.06
C 0.63 1.58 -0.36
N 0.90 1.30 -1.75
O 2.05 1.12 -2.08
O -0.05 1.28 -2.50
C -3.14 -0.64 0.11
C -3.65 -0.15 -1.09
C -5.01 0.08 -1.23
C -5.87 -0.19 -0.17
C -5.37 -0.66 1.03
C -4.01 -0.88 1.17
H -0.98 -2.57 -0.76
H -1.29 -1.15 -1.81
H 3.66 -2.93 -0.19
H 5.89 -1.87 0.03
H 6.05 0.56 0.48
H 3.99 1.90 0.73
H 1.78 0.98 2.74
H -0.23 2.30 3.30
H -1.70 3.14 1.51
H -1.14 2.65 -0.86
H -2.99 0.10 -1.91
H -5.40 0.47 -2.16
H -6.93 -0.02 -0.29
H -6.04 -0.86 1.85
H -3.60 -1.24 2.11
```

Results
Spin multiplicity   1
E   -33745.685 eV
Molar mass   361.35 Da
SMILES string   O=C(COC(=O)c1ccccc1-c1ccccc1[N+](=O)[O-])c1ccccc1
ΔE to the lowest compared entry with this formula, charge and spin   249.9 kJ/mol
Orbital gap   9.131 eV

---

Density functional theory data (wB97M-V/def2-TZVPD) for a structure of composition C8H10BF4FeN in a non-equilibrium geometry.

Geometry as XYZ:
```
25
C8H10BF4FeN wB97M-V/def2-TZVPD
C 0.10 2.49 0.56
C 0.69 2.38 -0.78
C 1.64 1.26 -0.74
C 1.61 0.68 0.60
C 0.65 1.45 1.36
Fe -0.12 0.75 -0.30
C -0.79 -0.69 -1.65
C -1.87 0.01 -0.81
C -3.07 0.52 -1.29
N -1.33 0.01 0.67
H 2.33 0.95 -1.50
H 0.59 3.07 -1.61
H 2.24 -0.11 0.94
H 0.53 1.32 2.46
H -0.58 3.27 0.93
H -0.49 -0.40 -2.73
H -1.81 -0.40 1.47
H -0.41 -1.61 -1.28
H -3.41 0.61 -2.36
H -3.68 0.95 -0.58
F 1.39 -2.36 0.25
B 1.44 -3.32 1.34
F 0.44 -3.04 2.31
F 1.16 -4.61 0.81
F 2.73 -3.17 1.93
```

Results
Net charge   -2
Spin multiplicity   5
E   -55880.658 eV
Molar mass   262.82 Da
ΔE to the lowest compared entry with this formula, charge and spin   159.9 kJ/mol
Orbital gap (spin up / spin down)   3.870 / 5.086 eV

---

Density functional theory data (wB97M-V/def2-TZVPD) for a structure of composition C39H41MnN7P in a non-equilibrium geometry.

Geometry as XYZ:
```
89
C39H41MnN7P wB97M-V/def2-TZVPD
Mn -0.73 1.18 -0.02
C 3.59 2.02 -3.65
C 2.66 0.98 -3.60
C 1.97 0.71 -2.44
C 2.18 1.46 -1.27
C 3.11 2.51 -1.34
C 3.80 2.78 -2.51
N 1.41 1.19 -0.14
C 1.94 1.24 1.11
C 3.31 1.23 1.43
C 3.73 1.22 2.74
C 2.80 1.26 3.80
C 1.46 1.27 3.54
C 1.02 1.25 2.20
N -0.29 1.33 1.84
N -1.14 1.68 2.75
C -2.31 2.10 2.21
C -3.34 2.58 3.03
C -4.47 3.11 2.46
C -4.56 3.17 1.06
C -3.52 2.67 0.32
N -2.42 2.12 0.85
H 4.14 2.22 -4.55
H 2.48 0.38 -4.49
H 1.25 -0.10 -2.41
H 3.27 3.13 -0.46
H 4.50 3.60 -2.53
H 4.05 1.18 0.64
H 4.79 1.19 2.96
H 3.15 1.27 4.83
H 0.73 1.31 4.33
H -3.21 2.52 4.10
H -5.28 3.48 3.07
H -5.42 3.61 0.58
H -3.55 2.71 -0.76
N -0.22 3.39 -0.45
C -0.79 3.82 -1.74
C -0.69 2.67 -2.73
N -1.20 1.47 -2.07
C -2.05 0.55 -2.83
C -3.20 0.09 -1.93
N -2.63 -0.22 -0.61
H -0.53 4.01 0.29
H 0.79 3.47 -0.49
H -0.28 4.70 -2.14
H -1.84 4.07 -1.58
H 0.35 2.54 -3.05
H -1.29 2.89 -3.62
H -0.41 0.94 -1.66
H -1.48 -0.33 -3.18
H -2.45 1.05 -3.71
H -3.72 -0.76 -2.37
H -3.91 0.91 -1.82
H -2.28 -1.17 -0.66
H -3.35 -0.23 0.10
C -2.20 -3.75 3.55
C -1.37 -4.42 2.66
C -0.73 -3.74 1.64
C -0.92 -2.36 1.50
C -1.76 -1.69 2.38
C -2.40 -2.38 3.41
P 0.04 -1.41 0.24
C -0.30 -2.52 -1.21
C -1.56 -3.12 -1.34
C -1.87 -3.91 -2.43
C -0.94 -4.13 -3.43
C 0.31 -3.55 -3.32
C 0.63 -2.74 -2.24
C 1.74 -1.88 0.77
C 2.83 -1.88 -0.10
C 4.09 -2.24 0.34
C 4.31 -2.60 1.66
C 3.25 -2.55 2.55
C 1.98 -2.20 2.11
H -2.68 -4.28 4.35
H -1.22 -5.49 2.76
H -0.08 -4.26 0.96
H -1.90 -0.62 2.28
H -3.04 -1.85 4.10
H -2.29 -3.02 -0.55
H -2.85 -4.37 -2.49
H -1.17 -4.77 -4.27
H 1.06 -3.72 -4.09
H 1.61 -2.31 -2.18
H 2.72 -1.56 -1.12
H 4.92 -2.24 -0.37
H 5.30 -2.88 2.00
H 3.40 -2.80 3.59
H 1.18 -2.17 2.84
```

Results
Net charge   +1
Spin multiplicity   2
E   -92142.548 eV
Molar mass   693.72 Da
ΔE to the lowest compared entry with this formula, charge and spin   134.3 kJ/mol
Orbital gap (spin up / spin down)   5.814 / 5.956 eV

---

Density functional theory data (wB97M-V/def2-TZVPD) for a structure of composition C42H34F2N12O2SSeSr in a non-equilibrium geometry.

Geometry as XYZ:
```
95
C42H34F2N12O2SSeSr wB97M-V/def2-TZVPD
Sr 0.32 0.67 0.91
N 6.58 4.11 3.75
C 5.73 3.11 3.32
C 4.59 3.43 2.58
C 3.70 2.44 2.21
C 3.94 1.12 2.57
C 5.07 0.79 3.30
C 5.96 1.78 3.68
S 2.75 -0.10 2.19
O 3.22 -1.35 2.72
O 1.48 0.43 2.81
N 2.44 -0.11 0.57
C 3.52 -0.20 -0.30
N 3.19 -0.17 -1.60
C 4.19 -0.21 -2.46
C 5.52 -0.28 -2.08
C 5.74 -0.33 -0.71
N 4.76 -0.30 0.18
H 6.55 5.00 3.28
H 7.49 3.84 4.10
H 4.40 4.46 2.30
H 2.82 2.71 1.64
H 5.24 -0.24 3.57
H 6.84 1.53 4.26
H 3.91 -0.19 -3.51
H 6.32 -0.30 -2.80
H 6.75 -0.40 -0.31
F -0.54 5.41 4.26
C -1.16 4.56 3.41
C -0.43 3.88 2.46
C -1.03 3.00 1.55
C -2.44 2.88 1.64
C -3.13 3.54 2.65
F -4.47 3.35 2.82
C -2.53 4.39 3.55
C -3.17 2.05 0.64
C -4.46 2.35 0.21
C -5.10 1.50 -0.68
C -4.43 0.39 -1.15
C -3.13 0.20 -0.73
N -2.50 1.00 0.12
H 0.64 4.07 2.44
H -3.09 4.88 4.33
H -4.96 3.23 0.58
H -6.11 1.72 -1.00
H -4.90 -0.32 -1.83
H -2.54 -0.64 -1.10
Se 0.56 -2.23 1.66
N -0.91 -1.22 1.74
C -1.68 -1.72 2.70
C -2.94 -1.18 3.10
C -3.64 -1.82 4.06
C -3.15 -3.03 4.68
C -1.96 -3.57 4.34
C -1.17 -2.93 3.33
N 0.01 -3.35 2.92
H -3.30 -0.27 2.63
H -4.59 -1.42 4.39
H -3.75 -3.50 5.44
H -1.59 -4.48 4.80
C -2.90 4.61 -2.41
C -1.70 3.72 -2.51
C -1.02 3.22 -3.60
C 0.01 2.42 -3.05
N -0.06 2.44 -1.72
N -1.08 3.24 -1.42
C 1.08 1.66 -3.77
H -3.12 5.05 -3.38
H -2.73 5.41 -1.69
H -3.77 4.04 -2.08
H -1.22 3.40 -4.64
H -1.26 3.37 -0.43
H 0.65 0.96 -4.49
H 1.68 1.10 -3.05
H 1.73 2.34 -4.32
N -2.34 -9.73 -4.92
C -2.07 -8.68 -4.53
C -1.71 -7.37 -4.04
C -0.87 -7.25 -2.94
C -0.51 -5.99 -2.48
C -1.02 -4.86 -3.10
C -1.87 -4.98 -4.20
C -2.21 -6.24 -4.67
N -0.69 -3.58 -2.61
C -0.61 -2.40 -3.34
C -0.30 -1.43 -2.44
N -0.20 -1.97 -1.17
C -0.43 -3.25 -1.32
H -0.48 -8.13 -2.45
H 0.17 -5.90 -1.64
H -2.27 -4.10 -4.67
H -2.87 -6.34 -5.52
H -0.73 -2.38 -4.41
H -0.15 -0.38 -2.61
H -0.47 -3.97 -0.52
```

Results
Spin multiplicity   1
E   -148534.531 eV
Molar mass   975.46 Da
Orbital gap   6.811 eV

---

Density functional theory data (wB97M-V/def2-TZVPD) for a structure of composition C22H23N2PPdS2Se in a non-equilibrium geometry.

Geometry as XYZ:
```
52
C22H23N2PPdS2Se wB97M-V/def2-TZVPD
Pd 0.31 -1.16 1.75
C 0.83 -2.15 3.92
C -0.55 -1.85 4.03
C -0.69 -0.43 4.01
C 0.61 0.14 3.87
C 1.55 -0.92 3.79
H 1.27 -3.13 4.05
H -1.34 -2.56 4.20
H -1.59 0.11 4.21
H 0.86 1.19 3.92
H 2.63 -0.81 3.79
C -0.04 -4.40 -2.47
N 1.24 -3.95 -1.98
C 2.41 -3.97 -2.66
C 3.36 -3.40 -1.86
N 2.75 -3.03 -0.70
C 3.37 -2.37 0.41
C 1.44 -3.39 -0.77
Se 0.24 -3.44 0.67
H 0.07 -4.84 -3.46
H -0.74 -3.56 -2.53
H -0.46 -5.14 -1.79
H 2.51 -4.40 -3.64
H 4.41 -3.25 -2.03
H 4.26 -1.85 0.07
H 3.65 -3.10 1.18
H 2.67 -1.63 0.85
S 1.16 0.94 0.70
P -0.77 1.18 0.08
S -1.84 -0.49 0.52
C -1.56 2.69 0.75
C -2.52 2.62 1.74
C -3.14 3.79 2.16
C -2.79 5.01 1.58
C -1.83 5.06 0.58
C -1.21 3.90 0.16
C -0.73 1.50 -1.71
C 0.41 2.02 -2.30
C 0.36 2.40 -3.63
C -0.81 2.25 -4.35
C -1.94 1.72 -3.75
C -1.91 1.35 -2.42
H -2.82 1.67 2.17
H -3.89 3.76 2.93
H -3.27 5.92 1.90
H -1.56 6.00 0.12
H -0.47 3.93 -0.63
H 1.32 2.15 -1.72
H 1.25 2.81 -4.09
H -0.83 2.55 -5.38
H -2.86 1.61 -4.31
H -2.79 0.96 -1.92
```

Results
Net charge   +2
Spin multiplicity   1
E   -125938.012 eV
Molar mass   595.93 Da
Orbital gap (spin up / spin down)   5.463 / 5.466 eV

---

Density functional theory data (wB97M-V/def2-TZVPD) for a structure of composition C2H9N5O in a non-equilibrium geometry.

Geometry as XYZ:
```
17
C2H9N5O wB97M-V/def2-TZVPD
C 1.82 -0.99 -1.65
C -0.54 0.42 0.07
H 2.01 -1.39 -2.81
H 2.53 -0.17 -1.07
H 1.70 -2.16 -1.01
H 0.37 0.25 -2.77
H -1.12 2.40 0.50
H -0.83 0.60 3.01
H 0.65 0.86 2.21
H -0.95 -1.53 -0.21
H -2.32 0.31 1.39
N 0.55 -0.21 -1.87
N 0.20 0.89 -0.94
N -1.02 1.38 0.98
N -0.32 1.20 2.29
N -0.80 -0.87 0.57
O -1.91 -0.99 1.33
```

Results
Spin multiplicity   1
E   -11710.079 eV
Molar mass   119.13 Da
ΔE to the lowest compared entry with this formula, charge and spin   909.9 kJ/mol
Orbital gap   8.977 eV

---

Density functional theory data (wB97M-V/def2-TZVPD) for a structure of composition C15H19AsLiPSe2.

Geometry as XYZ:
```
39
C15H19AsLiPSe2 wB97M-V/def2-TZVPD
Li 0.35 -0.59 -0.08
Se -1.66 -0.24 1.69
P -0.12 -1.21 2.83
Se 1.73 -1.54 1.77
C 0.20 -0.26 4.35
C -0.83 -0.15 5.28
C -0.64 0.61 6.43
C 0.56 1.26 6.64
C 1.59 1.15 5.71
C 1.41 0.38 4.57
C -0.67 -2.85 3.42
C -1.88 -3.41 3.01
C -2.19 -4.71 3.38
C -1.30 -5.45 4.14
C -0.11 -4.89 4.57
C 0.21 -3.59 4.21
H -1.77 -0.66 5.11
H -1.44 0.69 7.15
H 0.70 1.86 7.53
H 2.53 1.65 5.88
H 2.20 0.28 3.84
H -2.56 -2.82 2.41
H -3.13 -5.15 3.05
H -1.55 -6.47 4.41
H 0.58 -5.46 5.18
H 1.14 -3.13 4.52
C 2.61 0.43 -3.74
As 1.99 0.36 -1.88
C 2.05 2.27 -1.49
C 3.66 -0.17 -1.04
H 3.51 1.03 -3.79
H 1.84 0.87 -4.37
H 2.82 -0.58 -4.10
H 3.06 2.66 -1.64
H 1.76 2.44 -0.45
H 1.36 2.81 -2.14
H 4.51 0.26 -1.56
H 3.75 -1.26 -1.03
H 3.66 0.17 0.00
```

Results
Spin multiplicity   1
E   -216891.046 eV
Molar mass   470.07 Da
ΔE to the lowest compared entry with this formula, charge and spin   8.3 kJ/mol
Orbital gap   8.237 eV